(1)
This record from the Open Molecules 2025 dataset describes a 22-piece molecular cluster, C7H56O25PS2 overall at a distorted geometry. The level of theory is ωB97M-V/def2-TZVPD.

Structure (ORCA input):
```
! wB97M-V def2-TZVPD RIJCOSX def2/J DEFGRID3
* xyz 1 1
C 3.181 3.060 0.438
C 2.499 2.070 -0.516
C 2.687 0.637 -0.083
O 2.253 -0.249 -1.135
C 1.706 -1.408 -0.707
O 2.229 -2.487 -0.869
C 0.317 -1.347 -0.103
S 0.354 -2.126 1.542
P -0.110 -0.611 2.837
O 1.114 2.366 -0.837
C 0.153 2.231 0.075
O 0.334 1.981 1.260
C -1.222 2.425 -0.528
S -2.373 1.113 -0.013
H 2.455 3.815 0.728
H 4.038 3.515 -0.042
H 3.470 2.528 1.346
H 3.014 2.163 -1.473
H 3.759 0.476 0.059
H 2.199 0.409 0.864
H -0.305 -1.976 -0.739
H -0.095 -0.343 -0.062
H -1.349 -0.079 2.494
H -0.169 -1.115 4.129
H 0.782 0.456 2.842
H -1.144 2.348 -1.610
H -1.625 3.405 -0.288
H -2.468 0.472 -1.189
O -2.151 -3.047 -1.288
H -2.468 -3.952 -1.427
H -2.756 -2.683 -0.629
O -2.369 -2.300 3.633
H -2.619 -3.224 3.522
H -2.949 -1.985 4.335
O -1.923 -0.559 -3.016
H -2.115 -1.478 -3.229
H -1.217 -0.297 -3.618
O -0.279 -0.590 -5.957
H -0.778 -0.241 -6.702
H 0.569 -0.847 -6.338
O 0.829 0.857 -3.763
H 0.636 0.177 -4.428
H 1.499 0.463 -3.191
O -4.965 0.481 2.528
H -5.064 -0.464 2.363
H -4.300 0.775 1.897
O 1.287 3.619 -5.613
H 1.428 4.310 -4.961
H 1.112 2.825 -5.093
O -4.971 -1.643 0.253
H -5.112 -0.694 0.157
H -5.760 -2.030 -0.141
O 1.006 4.634 2.315
H 0.646 3.741 2.402
H 0.587 5.158 3.002
O -5.685 -2.843 3.360
H -6.436 -2.255 3.487
H -5.711 -3.087 2.431
O 2.058 -5.197 0.815
H 2.296 -4.517 0.178
H 2.787 -5.182 1.447
O -0.209 -5.948 2.371
H -0.401 -6.868 2.174
H 0.480 -5.693 1.734
O 3.928 -5.464 -1.569
H 3.776 -4.522 -1.705
H 3.140 -5.892 -1.914
O 4.113 5.161 3.580
H 4.068 6.091 3.342
H 3.228 4.824 3.401
O -4.495 4.913 3.113
H -4.933 4.059 3.155
H -3.929 4.876 2.334
O -4.059 -5.568 -1.613
H -4.349 -6.474 -1.754
H -4.668 -5.223 -0.955
O -2.605 5.162 -1.218
H -2.049 5.781 -0.732
H -2.844 5.639 -2.019
O 4.321 -3.738 1.214
H 3.786 -3.172 0.651
H 4.961 -4.151 0.613
O 6.409 -4.978 -0.446
H 5.844 -5.487 -1.040
H 7.065 -5.610 -0.137
O -1.895 5.676 2.398
H -1.173 6.306 2.337
H -2.272 5.802 3.279
O 4.286 4.151 -2.359
H 3.648 4.841 -2.147
H 4.030 3.853 -3.238
*
```

Results
HOMO: -12.2 eV
Orbital gap: 0.347 Eh
M: 635.608 g mol⁻¹
DFT total energy: -90309.3706 eV

Atomic partial charges in e from the Löwdin method, atoms 1 to 2: 0.003 -0.280

=====

(2)
This record from the Open Molecules 2025 dataset describes a single C5H9NO molecule at a distorted geometry. The level of theory is ωB97M-V/def2-TZVPD.

Structure (ORCA input):
```
! wB97M-V def2-TZVPD RIJCOSX def2/J DEFGRID3
* xyz 0 1
C 0.699 -2.257 1.314
N 2.114 -1.825 0.864
C 1.861 -0.639 0.647
C 1.109 0.445 0.592
C 0.288 0.836 -0.606
O -1.065 0.988 -0.219
C -1.851 1.500 -1.273
H 0.519 -1.592 2.147
H 0.418 -3.252 1.664
H 0.086 -2.047 0.446
H 1.019 1.056 1.485
H 0.659 1.791 -1.006
H 0.373 0.076 -1.400
H -2.876 1.604 -0.904
H -1.858 0.827 -2.146
H -1.495 2.489 -1.607
*
```

Results
HOMO: -9.1 eV
Orbital gap: 0.369 Eh
M: 99.133 g mol⁻¹
DFT total energy: -8865.2352 eV
Energy above the lowest of the compared OMol25 structures with the same formula, charge and spin: 383.8 kJ/mol

Atomic partial charges in e from the Löwdin method, atoms 1 to 2: -0.079 0.058

=====

(3)
This record from the Open Molecules 2025 dataset describes a 2-piece molecular cluster, C6H14FN2 overall at a distorted geometry. The level of theory is ωB97M-V/def2-TZVPD.

Structure (ORCA input):
```
! wB97M-V def2-TZVPD RIJCOSX def2/J DEFGRID3
* xyz 1 1
C -2.475 -0.117 -0.183
C 0.803 1.231 -0.227
C 0.952 -0.429 1.576
C 2.320 -0.650 -0.528
C 0.074 -1.088 -0.711
C 0.977 -0.254 0.045
N -3.431 -0.796 0.438
N -2.512 1.023 -0.865
F -0.384 -2.258 -0.236
H -0.196 1.631 -0.136
H 1.147 1.419 -1.237
H 1.446 1.847 0.459
H 1.930 -0.638 1.910
H 0.196 -1.246 1.789
H 0.847 0.588 1.985
H 3.193 -0.167 -0.122
H 2.376 -0.525 -1.617
H 2.653 -1.707 -0.235
H -0.226 -1.070 -1.779
H -3.306 -1.689 0.857
H -4.327 -0.381 0.515
H -1.657 1.147 -1.338
H -3.431 1.493 -0.955
*
```

Results
HOMO (spin up / spin down): -12.8 / -12.8 eV
Orbital gap (spin up / spin down): 0.282 / 0.282 Eh
M: 133.190 g mol⁻¹
DFT total energy: -12136.5943 eV
Energy above the lowest of the compared OMol25 structures with the same formula, charge and spin: 341.4 kJ/mol

Atomic partial charges in e from the Löwdin method, atoms 1 to 2: -0.191 -0.043

=====

(4)
This record from the Open Molecules 2025 dataset describes C29H30N6Ru as an isolated structure at a distorted geometry. The level of theory is ωB97M-V/def2-TZVPD.

Structure (ORCA input):
```
! wB97M-V def2-TZVPD RIJCOSX def2/J DEFGRID3
* xyz 2 5
Ru 0.814 -0.632 0.855
C -1.673 5.078 4.453
C -1.285 4.070 3.423
C -1.351 4.347 2.051
C -0.939 3.429 1.122
C -0.432 2.161 1.500
N -0.015 1.270 0.579
C -0.288 1.319 -0.784
C -1.589 1.511 -1.277
C -1.862 1.424 -2.623
C -0.853 1.169 -3.555
C -1.166 1.001 -5.007
C 0.449 1.032 -3.079
C 0.741 1.093 -1.728
N 2.102 0.965 -1.333
C 3.161 1.634 -1.835
C 4.294 1.110 -1.256
C 3.834 0.105 -0.402
N 2.508 0.014 -0.459
C -0.339 1.895 2.902
C -0.772 2.829 3.816
N 0.173 0.661 3.393
C -0.231 -0.017 4.493
C 0.538 -1.156 4.595
C 1.409 -1.105 3.506
N 1.194 0.015 2.794
H -2.402 5.789 4.071
H -0.788 5.646 4.755
H -2.070 4.598 5.346
H -1.720 5.309 1.720
H -0.971 3.678 0.069
H -2.386 1.706 -0.571
H -2.881 1.550 -2.969
H -1.841 1.784 -5.354
H -1.674 0.047 -5.168
H -0.266 1.013 -5.618
H 1.262 0.865 -3.775
H 3.037 2.431 -2.550
H 5.312 1.416 -1.422
H 4.409 -0.555 0.227
H -0.690 2.614 4.874
H -1.039 0.325 5.116
H 0.488 -1.913 5.358
H 2.203 -1.786 3.235
C -0.328 -2.666 -2.971
N 0.727 -3.468 -2.405
C 1.890 -3.654 -3.236
C 1.017 -3.348 -1.004
C -0.221 -3.181 -0.158
C -1.046 -4.258 0.146
C -2.218 -4.065 0.868
C -2.601 -2.791 1.273
C -1.788 -1.703 0.984
C -0.596 -1.919 0.295
H -0.531 -3.002 -3.987
H -0.071 -1.589 -3.013
H -1.246 -2.766 -2.395
H 1.589 -3.985 -4.229
H 2.542 -4.412 -2.801
H 2.472 -2.722 -3.350
H 1.682 -2.467 -0.806
H 1.568 -4.238 -0.690
H -0.763 -5.248 -0.190
H -2.846 -4.912 1.113
H -3.537 -2.640 1.794
H -2.101 -0.703 1.270
*
```

Results
HOMO (spin up / spin down): -13.0 / -13.0 eV
Orbital gap (spin up / spin down): 0.215 / 0.176 Eh
M: 563.671 g mol⁻¹
DFT total energy: -42064.3087 eV
Energy above the lowest of the compared OMol25 structures with the same formula, charge and spin: 93.8 kJ/mol

Atomic partial charges in e from the Löwdin method, atoms 1 to 2: 1.384 -0.014

=====

Look up the M of the second one. 99.133 g mol⁻¹